# 1
{
  "formula": "C2H3LaO3",
  "method": "ωB97M-V with the def2-TZVPD basis set",
  "elements": ["H", "O", "C", "C", "O", "O", "La", "H", "H"],
  "xyz": [[3.9683, 1.8599, -0.2491], [-0.0914, -1.6311, -0.0356], [-1.2802, -1.4022, -0.0798], [-1.6908, 0.0809, 0.0674], [-0.7824, 0.8734, 0.1903], [3.0103, 1.8741, -0.1305], [1.6550, 0.1580, 0.3514], [-2.0390, -2.1926, -0.1806], [-2.7498, 0.3796, 0.0665]],
  "forces_ev_per_a": [[0.1, 0.5, -0.2], [-0.1, -0.2, -0.2], [-0.5, -0.4, 0.1], [-0.5, 0.1, -0.1], [0.2, 0.0, 0.1], [-1.8, -2.9, 0.6], [2.2, 2.7, -0.3], [0.1, 0.1, 0.0], [0.2, 0.0, 0.0]],
  "mulliken_charge": [0.345, -0.511, 0.197, 0.195, -0.450, -0.726, 2.130, 0.408, 0.413],
  "e_tot_ha": -334.6686,
  "lumo_ev": -11.1,
  "total_charge": 2,
  "orbital_gap_ev": 8.13
}

# 2
{
  "formula": "C2H3Li2O2Rb",
  "method": "ωB97M-V with the def2-TZVPD basis set",
  "elements": ["O", "C", "C", "O", "Li", "H", "H", "H", "Li", "Rb"],
  "xyz": [[1.1914, 0.4576, 1.5356], [0.4419, -1.1880, 0.0865], [-0.7730, -0.4403, -0.1190], [-0.4017, 0.6165, -0.8392], [-0.1093, 1.7395, 1.0762], [0.3427, -2.2756, -0.0340], [1.3712, -0.9426, -0.4616], [-1.8486, -0.4794, 0.0805], [-0.3143, -0.3132, 2.2845], [0.0997, 2.8255, -3.6094]],
  "forces_ev_per_a": [[-1.5, 0.5, 1.1], [-2.6, -1.8, -0.6], [5.3, 1.5, -3.0], [-2.5, 1.8, 0.9], [1.0, -0.4, -1.3], [-0.1, -0.1, 1.5], [-1.0, 0.8, 0.6], [0.2, -1.0, 0.5], [1.3, -0.9, 0.0], [0.0, -0.4, 0.3]],
  "nbo_charge": [-1.082, -0.535, 0.069, -0.905, 0.930, 0.199, 0.234, 0.180, 0.912, 0.998],
  "multiplicity": 2,
  "e_tot_ha": -267.3250,
  "lumo_ev": [-3.9, -3.9],
  "total_charge": 1,
  "orbital_gap_ev": [5.97, 6.39]
}

# 3
{
  "formula": "C2H3LiO2Ru",
  "method": "ωB97M-V with the def2-TZVPD basis set",
  "elements": ["O", "C", "C", "O", "H", "H", "Li", "Ru", "H"],
  "xyz": [[-1.9179, 0.4879, -0.0213], [-0.7868, 0.4864, -0.6305], [0.1062, -0.6736, -0.3209], [1.3462, -0.1554, 0.0169], [0.1566, -1.2708, -1.2593], [-0.3488, -1.3469, 0.4391], [2.6436, -0.9345, 0.9082], [0.9297, 2.0058, 0.3429], [-2.1287, 1.4011, 0.5250]],
  "forces_ev_per_a": [[-1.5, 2.2, 2.7], [1.8, 2.3, 2.0], [-1.3, -2.0, -1.7], [0.5, 0.9, 0.7], [0.2, 0.0, 0.3], [0.3, 0.5, -0.1], [0.1, -0.1, -0.1], [-0.4, -1.0, -0.8], [0.3, -2.9, -2.9]],
  "nbo_charge": [-0.644, 0.283, -0.231, -1.042, 0.213, 0.187, 0.982, 0.699, 0.552],
  "multiplicity": 6,
  "e_tot_ha": -330.4327,
  "lumo_ev": [-4.4, -5.4],
  "total_charge": 1,
  "orbital_gap_ev": [6.46, 7.96]
}

# 4
{
  "formula": "C2H3N",
  "method": "ωB97M-V with the def2-TZVPD basis set",
  "elements": ["C", "C", "N", "H", "H", "H"],
  "xyz": [[-0.3705, 0.6564, -0.0922], [0.1978, -0.6871, -0.0427], [-1.2886, -0.1392, -0.1022], [0.2672, 2.3532, 0.1627], [0.7110, -1.2751, -0.7999], [0.4830, -0.9083, 0.8743]],
  "forces_ev_per_a": [[3.3, 3.4, 0.1], [-0.7, 1.8, -2.9], [-1.1, -0.5, -0.2], [-1.9, -3.7, -0.7], [-0.7, 0.5, -0.6], [1.1, -1.6, 4.2]],
  "nbo_charge": [0.198, -0.321, -0.361, 0.119, 0.198, 0.167],
  "e_tot_ha": -132.5449,
  "lumo_ev": -0.7,
  "orbital_gap_ev": 8.98
}

# 5
{
  "formula": "C2H3N",
  "method": "ωB97M-V with the def2-TZVPD basis set",
  "elements": ["C", "C", "N", "H", "H", "H"],
  "xyz": [[-0.0814, -0.0858, -0.1783], [-0.7041, -1.0386, -1.0400], [-1.0860, -2.0022, -1.7509], [-0.0752, -0.4822, 0.8382], [-0.6062, 0.8694, -0.1978], [0.9483, 0.0597, -0.5097]],
  "forces_ev_per_a": [[0.3, 0.7, 0.5], [-3.1, -8.5, -6.1], [2.8, 7.7, 5.5], [0.0, 0.1, 0.0], [0.0, 0.0, 0.0], [0.0, 0.1, 0.1]],
  "nbo_charge": [-0.735, 0.284, -0.326, 0.260, 0.257, 0.260],
  "e_tot_ha": -132.7276,
  "lumo_ev": 0.8,
  "smiles": "CC#N",
  "orbital_gap_ev": 11.95
}

# 6
{
  "formula": "C2H3N",
  "method": "ωB97M-V with the def2-TZVPD basis set",
  "elements": ["C", "C", "N", "H", "H", "H"],
  "xyz": [[-0.0240, 0.7919, -0.2401], [-0.0674, -0.5816, 0.2263], [-0.6113, 0.0873, -1.0444], [0.8794, 2.0381, 0.3243], [0.7137, -1.2146, -0.0709], [-0.8903, -1.1211, 0.8047]],
  "forces_ev_per_a": [[3.4, 2.9, 3.7], [-2.1, -1.1, 0.4], [-0.8, 0.9, -1.8], [-3.0, -3.1, -2.2], [1.2, -0.9, 0.2], [1.3, 1.4, -0.3]],
  "nbo_charge": [0.139, -0.355, -0.342, 0.192, 0.175, 0.192],
  "e_tot_ha": -132.5756,
  "lumo_ev": -0.1,
  "orbital_gap_ev": 9.73
}

# 7
{
  "formula": "C2H3N2O2",
  "method": "ωB97M-V with the def2-TZVPD basis set",
  "elements": ["C", "C", "N", "N", "O", "O", "H", "H", "H"],
  "xyz": [[-0.9018, 0.6928, -0.0841], [-1.4060, -0.4906, 0.0882], [0.3873, 1.1372, -0.2262], [2.3970, 0.0948, 0.3080], [3.1462, -0.8342, -0.0675], [1.1430, -0.0576, -0.1396], [-1.5541, 1.4900, -0.1052], [-0.6771, -1.3881, 0.1023], [-2.5344, -0.6443, 0.1241]],
  "forces_ev_per_a": [[3.0, 2.1, -0.3], [-1.4, -5.1, 0.4], [-0.9, 0.2, 0.7], [0.8, -1.1, -1.1], [-2.2, 1.9, 1.0], [2.0, -1.3, -0.5], [-1.4, 2.0, -0.2], [-1.7, 1.3, 0.1], [1.7, 0.1, 0.0]],
  "nbo_charge": [-0.054, -0.676, -0.397, 0.309, -0.453, -0.256, 0.161, 0.192, 0.174],
  "e_tot_ha": -337.8466,
  "lumo_ev": [4.7, 4.7],
  "total_charge": -1,
  "orbital_gap_ev": [7.11, 7.11]
}

# 8
{
  "formula": "C2H3N2O2",
  "method": "ωB97M-V with the def2-TZVPD basis set",
  "elements": ["C", "C", "N", "N", "O", "O", "H", "H", "H"],
  "xyz": [[2.0646, 1.2017, 0.3313], [-1.4982, -0.8781, -0.5716], [3.0290, 0.6973, -0.0219], [-0.7140, -0.4175, 0.3438], [-1.0814, 0.6214, 0.9437], [0.4349, -0.9371, 0.5773], [1.2376, 1.8574, 0.4492], [-0.9595, -1.5395, -1.2378], [-2.5131, -0.6056, -0.8138]],
  "forces_ev_per_a": [[0.3, 0.3, -0.7], [0.0, -2.3, -2.4], [0.4, -0.1, 0.2], [0.5, 0.6, 0.1], [0.0, 1.4, 1.7], [-0.4, 0.2, 0.1], [-0.6, -0.3, 0.5], [-0.4, -0.4, 0.0], [0.2, 0.7, 0.5]],
  "nbo_charge": [0.134, -0.451, -0.393, 0.403, -0.642, -0.619, 0.235, 0.162, 0.171],
  "e_tot_ha": -337.8984,
  "lumo_ev": 4.4,
  "total_charge": -1,
  "orbital_gap_ev": 7.54
}

# 9
{
  "formula": "C2H3N2O2",
  "method": "ωB97M-V with the def2-TZVPD basis set",
  "elements": ["C", "C", "N", "N", "O", "O", "H", "H", "H"],
  "xyz": [[-0.0393, 0.1379, 0.2641], [0.5141, 1.3841, -0.2664], [0.0220, -0.2130, 1.4958], [2.4850, -1.1185, 0.3758], [2.0104, -0.3698, -0.4539], [1.2409, 2.1941, 0.3269], [-0.7612, -0.4640, -0.3609], [0.2532, 1.5117, -1.3914], [-0.4728, -1.0688, 1.7710]],
  "forces_ev_per_a": [[-2.5, -0.9, 0.7], [0.9, 0.7, -0.4], [0.5, 0.3, 1.2], [-0.6, 0.7, -0.6], [1.5, -1.3, -0.2], [-1.4, -0.8, -0.9], [1.0, 0.8, -0.4], [0.4, 0.0, 1.2], [0.1, 0.4, -0.8]],
  "nbo_charge": [-0.026, 0.336, -0.707, -0.096, -0.420, -0.599, 0.126, 0.068, 0.316],
  "multiplicity": 3,
  "e_tot_ha": -337.8886,
  "lumo_ev": [4.5, 4.5],
  "total_charge": -1,
  "orbital_gap_ev": [6.10, 9.21]
}

# 10
{
  "formula": "C2H3N2O2S",
  "method": "ωB97M-V with the def2-TZVPD basis set",
  "elements": ["C", "C", "N", "N", "O", "O", "S", "H", "H", "H"],
  "xyz": [[-2.1926, 1.0391, -0.0589], [-0.9435, 0.6412, 0.3099], [-3.2761, 1.4013, -0.2658], [-0.6205, -0.7629, 0.3420], [3.5560, -0.6916, 0.6271], [1.7614, -0.7880, -0.9357], [2.6899, 0.1586, -0.2230], [-0.1395, 1.1740, 0.6053], [0.4102, -0.9912, -0.0005], [-1.2453, -1.1805, -0.4002]],
  "forces_ev_per_a": [[-0.5, 0.8, 0.3], [0.2, -4.8, -0.3], [-0.4, 0.0, -0.3], [-0.7, 0.7, -2.4], [0.9, 0.4, 0.8], [-0.8, 0.2, -0.7], [0.1, -0.6, 0.0], [1.9, 2.5, 0.9], [-1.5, 0.9, 0.5], [0.8, 0.0, 1.4]],
  "nbo_charge": [0.192, -0.128, -0.391, -0.774, -0.981, -1.034, 1.112, 0.207, 0.448, 0.352],
  "e_tot_ha": -736.1766,
  "lumo_ev": [3.8, 3.1],
  "total_charge": -1,
  "orbital_gap_ev": [8.05, 5.71]
}

# 11
{
  "formula": "C2H3N2OP",
  "method": "ωB97M-V with the def2-TZVPD basis set",
  "elements": ["C", "C", "N", "N", "O", "P", "H", "H", "H"],
  "xyz": [[-2.1780, 0.5983, 0.7920], [-0.4322, -0.7698, 0.0570], [-2.4482, -0.1899, 1.7411], [-2.7186, -0.9325, 2.5509], [-1.0897, 0.3630, -0.0124], [1.0235, -0.9512, -0.8917], [-2.8554, 1.5139, 0.6528], [1.5939, -1.3489, 0.4330], [1.5156, 0.4273, -1.0483]],
  "forces_ev_per_a": [[-1.7, 2.4, -0.6], [-1.7, 0.0, 0.9], [-0.5, -1.2, 0.8], [0.1, 0.0, 0.3], [1.1, 0.3, -0.8], [1.1, 0.4, 0.8], [1.6, -1.7, -0.1], [0.0, 0.6, -1.5], [-0.1, -0.8, 0.2]],
  "nbo_charge": [0.042, -0.125, 0.013, 0.027, -0.474, 0.280, 0.227, 0.047, -0.038],
  "e_tot_ha": -603.8950,
  "lumo_ev": 0.3,
  "orbital_gap_ev": 8.69
}

# 12
{
  "formula": "C2H3N2OP",
  "method": "ωB97M-V with the def2-TZVPD basis set",
  "elements": ["C", "C", "N", "N", "O", "P", "H", "H", "H"],
  "xyz": [[1.1878, 0.8700, -1.2492], [-0.2277, -0.1954, 0.1544], [2.1133, 0.5783, -0.4450], [0.8164, -0.4982, 0.8151], [-0.0720, 0.3895, -1.1075], [-1.9010, -0.5409, 0.7904], [1.5173, 1.2366, -2.1944], [-1.7452, 0.1324, 1.9841], [-1.6890, -1.9723, 1.2520]],
  "forces_ev_per_a": [[1.2, -2.1, 1.2], [3.1, -0.7, 0.1], [-2.3, -1.3, 1.8], [0.5, 2.4, -2.2], [-1.3, 0.9, 0.2], [-1.0, -1.9, -0.7], [-0.6, 0.8, -0.7], [0.3, 0.0, 0.7], [0.0, 1.9, -0.3]],
  "nbo_charge": [0.252, 0.143, -0.246, -0.237, -0.473, 0.298, 0.225, 0.005, 0.034],
  "e_tot_ha": -603.9670,
  "lumo_ev": [-0.7, -0.6],
  "orbital_gap_ev": [9.06, 9.02]
}

# 13
{
  "formula": "C2H3N2OP",
  "method": "ωB97M-V with the def2-TZVPD basis set",
  "elements": ["C", "C", "N", "N", "O", "P", "H", "H", "H"],
  "xyz": [[0.9896, -0.6825, -0.0178], [-0.4363, -0.9689, 0.0683], [2.3653, 1.2840, -0.1060], [1.6099, 0.4493, 0.0044], [-1.5505, 1.4324, -0.0364], [-1.9282, -0.1925, -0.1148], [1.7943, -1.3776, 0.0315], [-0.5079, -1.9914, 0.1721], [-2.3361, 2.0473, -0.0013]],
  "forces_ev_per_a": [[-1.0, 0.0, 0.6], [0.6, 2.6, -0.6], [-0.8, -0.1, 0.4], [0.9, 1.8, -0.8], [-0.9, 0.6, -0.1], [0.9, 0.1, 0.7], [-0.2, -1.4, 0.0], [-0.8, -2.3, 0.0], [1.2, -1.3, -0.1]],
  "nbo_charge": [-0.274, -0.702, 0.010, 0.085, -1.000, 0.905, 0.233, 0.236, 0.507],
  "e_tot_ha": -604.0295,
  "lumo_ev": 0.3,
  "orbital_gap_ev": 7.82
}

# 14
{
  "formula": "C2H3N2OS",
  "method": "ωB97M-V with the def2-TZVPD basis set",
  "elements": ["O", "N", "C", "C", "N", "S", "H", "H", "H"],
  "xyz": [[1.9880, -0.2321, -1.5600], [1.6602, -0.4882, -0.3247], [0.2746, -0.1128, -0.0356], [-0.1034, 0.4605, 1.2946], [-1.0783, 0.0752, 2.0021], [-2.0897, -1.0864, 1.6900], [-0.2220, -1.0586, -0.0802], [-0.1226, 0.6198, -0.7808], [0.4438, 1.2713, 1.5989]],
  "forces_ev_per_a": [[-1.2, -0.8, 4.9], [0.5, 1.4, -4.4], [0.4, 1.2, -0.9], [0.2, -1.7, -0.6], [1.5, 2.7, 1.3], [-2.3, -2.9, -0.9], [-0.9, -1.0, -0.2], [0.4, -0.9, -0.2], [1.4, 2.1, 1.0]],
  "nbo_charge": [-0.387, 0.137, -0.414, -0.045, -0.575, -0.314, 0.261, 0.194, 0.142],
  "e_tot_ha": -660.8542,
  "lumo_ev": [3.1, 3.1],
  "total_charge": -1,
  "smiles": "O=NC/C=N\\[S-]",
  "orbital_gap_ev": [5.53, 5.53]
}

# 15
{
  "formula": "C2H3N2P",
  "method": "ωB97M-V with the def2-TZVPD basis set",
  "elements": ["C", "C", "N", "N", "P", "H", "H", "H"],
  "xyz": [[-0.0796, -1.4972, 0.0269], [-0.9135, -1.0960, 1.0497], [0.6444, -1.3681, -0.8877], [0.2750, 1.0952, -0.4038], [-0.6434, 0.5632, 0.7359], [1.5071, -1.3381, -1.4261], [0.4244, 2.0193, -0.6841], [-1.2143, 1.6216, 1.5892]],
  "forces_ev_per_a": [[-0.4, 1.6, 1.0], [0.7, 1.0, -0.9], [1.0, -1.8, -1.4], [-0.7, -1.3, 1.0], [0.1, 0.3, 0.1], [-0.8, -0.2, 0.7], [0.0, 1.6, 0.0], [0.3, -1.3, -0.6]],
  "nbo_charge": [0.429, -0.827, -0.598, -1.219, 1.364, 0.460, 0.394, -0.004],
  "e_tot_ha": -528.7041,
  "lumo_ev": 0.1,
  "orbital_gap_ev": 8.73
}

# 16
{
  "formula": "C2H3N2S2",
  "method": "ωB97M-V with the def2-TZVPD basis set",
  "elements": ["C", "C", "N", "N", "S", "S", "H", "H", "H"],
  "xyz": [[-1.3373, 0.2756, -0.0280], [3.0462, -0.0036, 0.0330], [-0.2074, 0.4095, -0.2646], [-2.4911, -0.2621, 0.1831], [3.6637, -1.4016, 0.2126], [2.4447, 1.4749, -0.0028], [0.7604, 0.7620, -0.1685], [-3.4537, 0.0763, -0.0813], [-2.4255, -1.3310, 0.1166]],
  "forces_ev_per_a": [[1.3, -0.6, -0.7], [0.1, 0.2, 0.5], [-3.0, 0.0, 0.2], [-1.7, -2.2, -0.4], [-0.4, 0.7, -0.3], [1.3, -0.5, -0.1], [0.8, 0.3, 0.1], [1.8, 0.2, 0.4], [-0.2, 2.0, 0.4]],
  "nbo_charge": [0.738, -0.347, -0.440, -0.814, 0.388, 0.126, 0.397, 0.484, 0.467],
  "e_tot_ha": -983.5839,
  "lumo_ev": -4.6,
  "total_charge": 1,
  "orbital_gap_ev": 8.95
}

# 17
{
  "formula": "C2H3N3",
  "method": "ωB97M-V with the def2-TZVPD basis set",
  "elements": ["N", "C", "C", "N", "N", "H", "H", "H"],
  "xyz": [[-1.2519, -0.1322, 0.2804], [0.3394, 1.0154, 0.0566], [1.2648, 0.1704, -0.1084], [0.4060, -1.5552, -0.1232], [-0.7395, -1.2749, 0.0312], [-2.2202, -0.0973, -0.0764], [-0.0910, 1.9934, 0.1951], [2.2981, -0.1099, -0.2549]],
  "forces_ev_per_a": [[0.7, 0.6, -0.4], [-0.9, -1.1, 0.0], [-1.1, -1.1, 0.1], [0.0, 1.5, 0.1], [0.7, -0.5, 0.0], [0.6, 0.4, 0.2], [0.4, -0.2, -0.1], [-0.4, 0.5, 0.1]],
  "nbo_charge": [-0.469, -0.145, -0.251, -0.101, 0.081, 0.387, 0.241, 0.258],
  "e_tot_ha": -242.1063,
  "lumo_ev": 0.9,
  "orbital_gap_ev": 10.64
}

# 18
{
  "formula": "C2H3N3O",
  "method": "ωB97M-V with the def2-TZVPD basis set",
  "elements": ["C", "C", "N", "N", "O", "N", "H", "H", "H"],
  "xyz": [[-1.3333, 0.0154, 0.0462], [0.1650, -0.0638, 0.0392], [0.9811, 0.8797, -0.6509], [2.1785, 0.5444, -0.4711], [2.3279, -0.5084, 0.2516], [0.7598, -0.9933, 0.6588], [-1.6027, 0.9727, 0.4962], [-1.6634, -0.0587, -0.9918], [-1.8130, -0.7880, 0.6218]],
  "forces_ev_per_a": [[0.2, 0.1, -0.1], [0.0, -0.4, 0.2], [0.0, -0.2, 0.1], [-0.8, -0.1, 0.1], [-2.5, -0.9, 0.8], [3.0, 1.0, -0.8], [-0.2, 0.0, -0.3], [-0.2, 0.3, 0.1], [0.5, 0.2, -0.2]],
  "nbo_charge": [-0.650, 0.271, -0.268, 0.216, -0.197, -0.107, 0.245, 0.245, 0.244],
  "e_tot_ha": -317.4068,
  "lumo_ev": 0.3,
  "smiles": "Cc1nnon1",
  "orbital_gap_ev": 11.96
}

# 19
{
  "formula": "C2H3N3O",
  "method": "ωB97M-V with the def2-TZVPD basis set",
  "elements": ["C", "C", "N", "O", "N", "N", "H", "H", "H"],
  "xyz": [[0.1930, 0.5175, 0.9676], [-0.0257, -0.2851, -0.2789], [-1.1995, -1.0468, -0.6576], [-2.2253, -0.4134, -0.6417], [1.5937, -0.5089, -2.0825], [0.8799, -0.4140, -1.2007], [1.2078, 0.9260, 0.9799], [-0.5128, 1.3456, 1.0613], [0.0890, -0.1210, 1.8527]],
  "forces_ev_per_a": [[-0.1, 0.1, 0.1], [0.0, 0.0, 0.0], [-0.1, 0.4, -0.9], [0.2, -0.2, 0.9], [-0.7, 0.1, 1.1], [0.9, -0.3, -0.8], [-0.2, -0.1, -0.1], [0.0, -0.1, -0.1], [0.0, 0.1, -0.2]],
  "nbo_charge": [-0.642, 0.010, 0.125, -0.279, 0.028, 0.059, 0.235, 0.236, 0.228],
  "e_tot_ha": -317.3653,
  "lumo_ev": -0.5,
  "orbital_gap_ev": 8.27
}

# 20
{
  "formula": "C2H3N3O",
  "method": "ωB97M-V with the def2-TZVPD basis set",
  "elements": ["H", "N", "C", "N", "C", "N", "O", "H", "H"],
  "xyz": [[0.6602, -2.6146, 0.6873], [1.1071, -1.7274, 0.9264], [0.4833, -0.7628, 0.3068], [-0.8592, -0.6723, -0.2397], [-0.9674, 0.5953, -0.6025], [0.0270, 1.3259, -0.1960], [0.9977, 0.5037, 0.2604], [-1.8431, 1.0118, -1.0143], [0.3944, 2.3404, -0.1285]],
  "forces_ev_per_a": [[-0.2, 0.3, 0.3], [-0.9, 2.1, -2.0], [-1.6, -2.0, 1.2], [1.7, 0.6, -0.8], [-1.2, -2.5, 1.2], [2.7, 3.8, 0.2], [1.8, -0.4, 1.1], [-0.8, 0.5, -0.5], [-1.6, -2.4, -0.7]],
  "nbo_charge": [0.359, -0.739, 0.609, -0.531, 0.237, -0.280, -0.312, 0.213, 0.444],
  "e_tot_ha": -317.4337,
  "lumo_ev": 0.4,
  "smiles": "[H]/N=c1\\nc[nH]o1",
  "orbital_gap_ev": 9.17
}